{
  "formula": "C36H41N4O3Sn",
  "method": "wB97M-V/def2-TZVPD",
  "elements": ["Sn", "C", "O", "C", "C", "C", "C", "C", "C", "N", "N", "C", "O", "C", "C", "C", "C", "C", "C", "C", "O", "H", "H", "H", "H", "H", "H", "H", "H", "H", "H", "H", "H", "C", "C", "C", "C", "C", "C", "C", "C", "C", "C", "C", "C", "N", "C", "C", "C", "C", "C", "N", "C", "C", "C", "C", "H", "H", "H", "H", "H", "H", "H", "H", "H", "H", "H", "H", "H", "H", "H", "H", "H", "H", "H", "H", "H", "H", "H", "H", "H", "H", "H", "H", "H"],
  "coordinates": [[0.02285, -0.33855, 0.07904], [-0.58744, -6.42705, 1.71920], [-0.30526, -5.02259, 1.86107], [-1.19039, -4.28989, 2.50776], [-2.34767, -4.79509, 3.09184], [-3.41050, -3.97224, 3.48889], [-3.25449, -2.61268, 3.47327], [-2.11178, -2.05913, 2.90645], [-2.02065, -0.62681, 3.01341], [-1.30405, 0.19104, 2.25919], [-1.43412, 1.48070, 2.50427], [-0.52425, 2.23769, 1.77418], [0.26596, 1.73227, 0.88367], [-0.50886, 3.67555, 2.20455], [-0.68274, 4.06173, 3.52849], [-0.34456, 5.36447, 3.92918], [0.09110, 6.30359, 3.03658], [0.18825, 5.90830, 1.68221], [-0.02212, 4.61028, 1.28498], [-0.97098, -2.85702, 2.42144], [0.19215, -2.46701, 2.02519], [0.17410, -6.73847, 1.00509], [-1.54762, -6.60392, 1.22780], [-0.48479, -6.92024, 2.70805], [-2.42864, -5.85771, 3.22280], [-4.28674, -4.37469, 3.88179], [-3.87160, -1.93621, 4.01772], [-2.79374, -0.22982, 3.62905], [-1.11330, 3.36564, 4.20703], [-0.41350, 5.62690, 4.96953], [0.20831, 7.38168, 3.33699], [0.34485, 6.59511, 0.89803], [0.08643, 4.28811, 0.23978], [-1.44132, -3.47888, -3.66597], [-1.31997, -2.28378, -2.70362], [-2.40244, -2.38281, -1.55487], [-1.64199, -0.88039, -3.29014], [-2.84153, -0.69276, -4.04726], [-3.09116, 0.56263, -4.62773], [-2.30741, 1.67154, -4.38772], [-1.20532, 1.53405, -3.57644], [-0.40889, 2.72850, -3.27955], [-1.19225, 3.98162, -2.97954], [0.45254, 2.98390, -4.51056], [-0.88116, 0.27482, -2.97441], [0.26608, 0.06305, -2.18775], [1.47218, 0.44374, -2.54426], [2.45151, 0.49624, -1.56842], [3.80512, 0.93926, -1.63506], [4.40138, 0.67189, -0.39541], [3.38551, 0.07361, 0.41964], [2.22162, -0.06270, -0.28646], [3.69699, -0.51567, 1.82237], [2.47372, -0.22924, 2.80154], [4.97038, 0.01801, 2.48737], [3.99822, -1.99153, 1.73413], [-0.75896, -4.29230, -3.38897], [-1.14398, -3.15459, -4.66148], [-2.45754, -3.89197, -3.65539], [-0.32354, -2.26947, -2.30427], [-3.32715, -2.45692, -2.09889], [-2.44211, -1.55694, -0.80577], [-2.30948, -3.30678, -0.98660], [-3.57490, -1.55785, -4.22375], [-3.96830, 0.71557, -5.26704], [-2.45740, 2.60485, -4.94992], [0.17565, 2.52317, -2.36854], [-1.71232, 4.51426, -3.80829], [-0.58036, 4.76206, -2.48096], [-2.02798, 3.77783, -2.31611], [1.53483, 3.26353, -4.30051], [0.12462, 3.80605, -5.15751], [0.47801, 2.14894, -5.19670], [1.72572, 0.82526, -3.53206], [4.24269, 1.53629, -2.43057], [5.46194, 0.81891, -0.17888], [2.15332, 0.77587, 2.60044], [2.83837, -0.43861, 3.83367], [1.61909, -0.92916, 2.59202], [5.10183, 1.10152, 2.62515], [5.79119, -0.22735, 1.83595], [5.06987, -0.50532, 3.43816], [3.18679, -2.57981, 2.07023], [4.88310, -2.22879, 2.33774], [4.22099, -2.39732, 0.71045]],
  "e_tot_ev": -55921.707,
  "molar_mass_da": 696.46,
  "charge": 1,
  "homo_energy_ev": [-10.01, -10.05],
  "homo_lumo_gap_ev": [4.1, 4.6]
}